The following is a DFT calculation (ωB97M-V/def2-TZVPD) of an isolated ion of composition C4H5INO3 and charge -1.

Positions of all 14 atoms, in Å:
O -1.72 -1.55 2.38
C -1.62 -0.58 1.60
O -2.01 0.60 1.74
C -0.77 -0.82 0.32
N 0.56 -0.25 0.52
C 1.32 -0.05 -0.66
C 0.81 1.05 -1.59
O 0.42 0.92 -2.69
I 0.79 3.04 -0.70
H -0.70 -1.89 0.15
H -1.30 -0.34 -0.51
H 0.51 0.58 1.10
H 1.37 -0.95 -1.27
H 2.34 0.24 -0.40

Computed properties:
* total charge: -1
* LUMO level: 2.63 eV
* spin multiplicity: 1
* energy above the lowest of the compared OMol25 structures with the same formula, charge and spin: 0.0 kJ/mol